{
  "formula": "C20H43N2OS2",
  "method": "wB97M-V/def2-TZVPD",
  "symbols": ["N", "C", "C", "C", "S", "C", "S", "N", "C", "C", "O", "C", "C", "H", "H", "H", "H", "H", "H", "H", "H", "H", "H", "H", "H", "H", "H", "H", "C", "C", "C", "C", "C", "C", "H", "H", "H", "H", "H", "H", "H", "H", "H", "H", "H", "H", "H", "H", "C", "C", "C", "C", "C", "C", "H", "H", "H", "H", "H", "H", "H", "H", "H", "H", "H", "H", "H", "H"],
  "positions_angstrom": [[-3.3620, 0.1646, 2.3078], [-4.5628, -0.5733, 2.7162], [-4.2909, -1.5863, 3.8952], [-4.3559, -3.1041, 3.4239], [-2.8975, -4.0008, 4.1070], [-1.6991, -4.3328, 2.7865], [-1.0378, -5.8676, 2.7350], [-1.2312, -3.3728, 1.8170], [-0.4211, -2.3122, 2.4093], [0.2931, -1.6105, 1.1965], [-0.6850, -1.0136, 0.3447], [-1.5968, -1.9891, -0.1571], [-2.2998, -2.7961, 0.9854], [-2.7626, 0.2231, 3.1372], [-5.3437, 0.1540, 3.0929], [-4.9787, -1.1621, 1.8624], [-3.2869, -1.4069, 4.3294], [-5.0223, -1.4721, 4.7360], [-4.4740, -3.1928, 2.3314], [-5.2829, -3.5292, 3.8709], [-1.0549, -1.5339, 2.9090], [0.3482, -2.6716, 3.1185], [0.7995, -2.4479, 0.6491], [1.0445, -0.8721, 1.5216], [-2.4094, -1.4163, -0.6580], [-1.1548, -2.6496, -0.9437], [-2.9076, -2.0356, 1.5466], [-2.9438, -3.6146, 0.6072], [2.6835, 0.0237, -1.0023], [4.2040, -0.0366, -1.0918], [4.8709, -0.4110, 0.2317], [4.6390, 0.5776, 1.3766], [5.0874, 2.0113, 1.0947], [6.5863, 2.1363, 0.8434], [2.3497, 0.7914, -0.3020], [2.2561, 0.2605, -1.9786], [2.2750, -0.9361, -0.6818], [4.5893, 0.9202, -1.4578], [4.4807, -0.7842, -1.8419], [5.9461, -0.5300, 0.0638], [4.5068, -1.3946, 0.5470], [5.1662, 0.2094, 2.2632], [3.5777, 0.5876, 1.6414], [4.8266, 2.6320, 1.9574], [4.5379, 2.4249, 0.2446], [7.1565, 1.7707, 1.7010], [6.8577, 3.1816, 0.6806], [6.8957, 1.5747, -0.0401], [-2.5007, 2.4725, -1.1259], [-2.5399, 1.6738, -2.4245], [-1.1697, 1.1479, -2.8525], [-0.1244, 2.2222, -3.1566], [-0.5134, 3.2285, -4.2397], [-0.7331, 2.5890, -5.6064], [-1.8816, 3.3681, -1.2219], [-3.5056, 2.7951, -0.8486], [-2.1067, 1.8661, -0.3072], [-2.9809, 2.2842, -3.2202], [-3.2102, 0.8201, -2.2866], [-1.2974, 0.5055, -3.7304], [-0.7777, 0.5006, -2.0606], [0.8047, 1.7233, -3.4543], [0.1083, 2.7695, -2.2385], [0.2871, 3.9705, -4.3282], [-1.4102, 3.7808, -3.9455], [0.1677, 2.0687, -5.9419], [-0.9759, 3.3530, -6.3486], [-1.5571, 1.8736, -5.5888]],
  "forces_ev_per_angstrom": [[-0.42, -0.94, -0.21], [1.02, 1.02, 1.03], [-0.47, -0.60, -0.33], [-0.28, 1.42, 0.62], [0.08, -0.67, -0.87], [0.38, -1.05, -0.57], [-0.53, 1.50, 0.37], [-0.73, -0.93, 1.20], [0.53, 1.73, -0.44], [-0.64, -1.33, 0.34], [0.54, -0.64, 0.00], [-1.37, 0.03, -0.11], [0.27, 1.07, -0.32], [-0.20, 0.13, -0.09], [-0.12, -0.71, -0.38], [-0.10, 0.40, 0.28], [-0.57, 0.09, -0.38], [0.40, -0.01, -0.58], [0.39, -0.06, 0.59], [0.89, -0.28, -0.19], [0.32, -0.55, -0.23], [-0.48, -0.24, -0.40], [-0.05, 0.61, 0.22], [-0.57, -0.05, -0.21], [0.58, -0.17, 0.31], [0.18, 0.26, 0.71], [0.54, -0.36, -0.38], [0.45, 0.41, -0.07], [0.08, 0.07, -0.15], [-0.08, -0.10, 0.04], [0.11, 0.02, -0.03], [-0.12, 0.01, -0.02], [0.08, -0.04, 0.11], [-0.06, 0.13, -0.06], [-0.06, -0.05, -0.01], [-0.07, -0.01, 0.06], [-0.04, 0.06, 0.02], [0.04, -0.01, 0.03], [0.04, 0.04, 0.01], [0.00, 0.00, 0.03], [-0.02, 0.02, -0.03], [0.00, 0.02, 0.00], [0.02, -0.03, -0.01], [-0.04, -0.01, -0.05], [-0.03, -0.04, 0.02], [0.01, -0.03, -0.04], [0.06, -0.04, 0.00], [0.02, -0.01, 0.03], [-0.02, -0.01, -0.02], [0.07, 0.02, 0.13], [-0.04, -0.12, -0.07], [-0.03, 0.07, 0.11], [0.12, -0.08, -0.05], [-0.08, 0.14, -0.02], [0.01, 0.01, -0.03], [0.06, -0.03, 0.09], [-0.10, 0.00, 0.04], [0.02, -0.03, -0.06], [0.02, 0.02, -0.02], [0.04, 0.00, -0.02], [-0.04, 0.03, 0.02], [0.01, 0.03, -0.02], [0.00, -0.04, 0.00], [-0.04, 0.01, 0.03], [0.01, -0.04, 0.05], [-0.04, -0.04, 0.01], [0.01, -0.06, -0.04], [0.04, -0.01, 0.00]],
  "mulliken_charge": [-0.72, -0.53, -0.59, -0.62, -0.17, -0.17, -0.21, 0.11, -0.52, -0.44, -0.31, -0.81, -0.24, 0.03, 0.16, 0.23, 0.35, 0.41, 0.35, 0.44, 0.11, 0.49, 0.35, 0.17, 0.21, 0.25, 0.03, 0.60, -0.57, -0.66, -0.74, -0.41, -0.47, -1.22, 0.31, 0.18, 0.08, 0.29, 0.38, 0.33, 0.38, 0.43, 0.07, 0.40, 0.25, 0.29, 0.38, 0.29, -1.10, -0.57, 0.13, -0.62, -0.61, -1.20, 0.30, 0.39, 0.19, 0.34, 0.39, 0.32, -0.22, 0.31, 0.37, 0.37, 0.28, 0.28, 0.38, 0.29],
  "charge": -1
}

{
  "formula": "C20H43O2P3Sc",
  "method": "wB97M-V/def2-TZVPD",
  "symbols": ["Sc", "P", "P", "P", "H", "C", "C", "H", "C", "C", "C", "C", "C", "C", "C", "C", "C", "H", "H", "H", "H", "H", "H", "H", "H", "H", "H", "H", "H", "H", "H", "H", "H", "H", "H", "H", "H", "H", "H", "H", "H", "H", "H", "H", "H", "H", "C", "C", "C", "C", "C", "C", "O", "H", "H", "H", "H", "H", "H", "C", "C", "C", "O", "H", "H", "H", "H", "H", "H"],
  "positions_angstrom": [[0.9486, -0.5108, 0.2405], [-0.4830, 2.8776, 0.4276], [1.3657, 0.1071, 2.7428], [-0.5931, 0.1109, -2.4435], [-0.8332, -3.1395, 2.8114], [-0.5117, -3.8737, 2.0462], [0.7417, -4.1482, 1.6916], [1.6136, -3.8582, 2.2717], [-2.2579, 3.0549, 0.6473], [0.2827, 3.7233, 1.8243], [-0.0052, 3.7629, -1.0615], [1.7364, -1.5546, 3.3874], [2.7145, 1.1473, 3.3829], [-0.0204, 0.6276, 3.8137], [-0.9663, -1.4186, -3.3836], [-0.2790, 1.1473, -3.9320], [-2.3277, 0.5680, -1.9815], [-1.3110, -4.5095, 1.6594], [0.9339, -4.7654, 0.8105], [-2.5566, 4.0424, 0.2736], [-2.4789, 2.9769, 1.7175], [-2.7942, 2.2580, 0.1253], [0.0024, 4.7889, 1.8148], [1.3751, 3.6428, 1.7826], [-0.0466, 3.2821, 2.7724], [-0.7858, 4.4921, -1.3198], [0.0996, 3.0725, -1.9066], [0.9351, 4.3152, -0.9279], [2.3065, -1.4582, 4.3182], [2.3433, -2.1217, 2.6688], [0.8165, -2.1245, 3.5685], [2.3699, 1.7156, 4.2548], [3.0548, 1.8536, 2.6162], [3.5586, 0.5171, 3.6810], [0.3794, 1.1243, 4.7100], [-0.5955, -0.2573, 4.1109], [-0.6928, 1.3202, 3.2900], [-1.1423, -1.1997, -4.4455], [-1.8442, -1.9145, -2.9561], [-0.0923, -2.0749, -3.2880], [-0.6081, 0.6039, -4.8305], [0.8024, 1.3281, -4.0138], [-0.8292, 2.0937, -3.8663], [-2.9709, 0.3632, -2.8517], [-2.4042, 1.6327, -1.7136], [-2.6630, -0.0459, -1.1297], [-1.5027, -2.5446, -0.3580], [-2.6765, -2.2922, 0.4227], [-3.8614, -2.9864, 0.1628], [-3.7960, -4.1113, -0.6548], [-2.5590, -4.5184, -1.1414], [-1.5596, -3.5756, -1.3024], [-0.3981, -1.8076, -0.2741], [-0.1720, 1.3618, 0.2599], [-2.5593, -1.7697, 1.3699], [-4.8051, -2.7593, 0.6797], [-4.6996, -4.6825, -0.8336], [-2.3734, -5.5310, -1.4639], [-0.8506, -3.5895, -2.1248], [3.6384, 0.8057, -2.8251], [3.2372, 1.0550, -1.4238], [3.6260, 2.4058, -0.9715], [2.5540, 0.2526, -0.7072], [4.4691, 1.4754, -3.0954], [2.8141, 1.0921, -3.4932], [3.9627, -0.2138, -3.0388], [2.7746, 3.0823, -0.7952], [4.2086, 2.4133, -0.0492], [4.2409, 2.8630, -1.7527]],
  "forces_ev_per_angstrom": [[-2.11, -2.70, -2.58], [-0.49, 0.02, -0.07], [-0.24, -0.09, 1.62], [-0.87, 0.12, -0.35], [0.43, -0.76, -0.17], [-0.23, -0.37, 0.52], [0.02, -0.04, -0.15], [-0.17, 0.24, -0.36], [-0.08, -0.60, 0.25], [0.55, -0.66, 0.40], [0.36, -0.21, -0.57], [0.31, -0.27, -0.04], [0.50, 0.41, -0.49], [-0.47, 0.10, -0.12], [0.49, -0.60, 0.36], [0.33, 0.45, 0.12], [0.21, 0.13, 0.01], [0.02, 0.66, -0.32], [-0.06, -0.25, 0.55], [0.06, -0.21, 0.09], [-0.06, 0.07, -0.16], [-0.04, 0.29, 0.07], [-0.07, -0.33, -0.25], [-0.15, 0.13, -0.06], [-0.02, 0.18, -0.21], [0.09, -0.22, 0.20], [-0.02, 0.13, 0.08], [-0.25, -0.22, 0.07], [-0.16, -0.05, -0.09], [-0.01, 0.22, 0.32], [0.27, 0.21, -0.06], [0.10, -0.20, -0.21], [0.10, -0.09, 0.26], [-0.09, 0.15, -0.11], [-0.22, -0.25, -0.26], [0.02, 0.27, -0.05], [0.05, -0.21, 0.27], [0.03, -0.04, 0.48], [0.29, 0.12, -0.17], [-0.33, -0.08, -0.29], [0.14, 0.44, 0.37], [-0.41, 0.18, -0.20], [0.28, -0.06, -0.13], [0.11, 0.17, 0.35], [-0.03, -0.31, -0.29], [0.08, 0.11, -0.32], [-2.55, -0.58, -0.51], [1.04, -0.31, 0.19], [0.28, 0.12, 0.12], [-0.03, -0.21, 0.64], [-0.62, -0.04, -1.11], [0.61, 0.36, 1.04], [2.21, 2.43, 1.41], [-0.51, 2.64, 0.31], [-0.20, 0.62, -0.32], [0.62, 0.03, -0.21], [0.23, -0.28, 0.22], [-0.42, -0.01, -0.80], [0.41, -0.83, 0.71], [0.80, -0.47, -0.28], [-0.79, -0.47, 0.12], [0.25, 0.93, 0.31], [1.39, 1.38, -1.02], [-0.33, -0.36, 0.09], [-0.05, -0.19, 0.17], [-0.42, -0.12, 0.05], [0.01, -0.46, -0.04], [0.00, -0.27, 0.12], [-0.19, 0.09, 0.43]],
  "mulliken_charge": [0.35, 1.13, 1.28, 1.03, 0.26, -0.50, -0.76, 0.51, -1.23, -1.06, -1.05, -1.34, -1.28, -1.17, -1.54, -1.22, -1.27, 0.31, 0.31, 0.49, 0.41, 0.35, 0.45, 0.35, 0.41, 0.44, 0.15, 0.44, 0.43, 0.34, 0.34, 0.44, 0.23, 0.45, 0.44, 0.41, 0.18, 0.59, 0.41, 0.29, 0.43, 0.12, 0.42, 0.48, 0.38, 0.26, 0.75, -0.36, -0.52, -0.54, -0.95, -0.49, -0.08, -0.09, 0.34, 0.44, 0.47, 0.48, 0.45, -1.10, 0.93, -0.95, -0.42, 0.49, 0.12, 0.38, 0.03, 0.32, 0.41],
  "charge": 3,
  "de_lowest_ev": 1.4390
}

{
  "formula": "C20H43O2P3Tb",
  "method": "wB97M-V/def2-TZVPD",
  "symbols": ["Tb", "P", "P", "P", "H", "C", "C", "H", "C", "C", "C", "C", "C", "C", "C", "C", "C", "H", "H", "H", "H", "H", "H", "H", "H", "H", "H", "H", "H", "H", "H", "H", "H", "H", "H", "H", "H", "H", "H", "H", "H", "H", "H", "H", "H", "H", "C", "C", "C", "C", "C", "C", "O", "H", "H", "H", "H", "H", "H", "C", "C", "C", "O", "H", "H", "H", "H", "H", "H"],
  "positions_angstrom": [[-0.2712, 0.1326, 0.1170], [1.8326, 1.1747, 1.9066], [-1.4921, 2.5155, -0.5097], [2.0996, -0.4983, -1.5275], [-1.7918, -4.0041, 0.7144], [-0.9213, -4.6685, 0.5447], [0.1107, -4.6901, 1.3862], [0.1369, -4.1935, 2.3750], [1.4353, 1.8112, 3.5735], [2.5338, 2.7413, 1.2546], [3.3311, 0.2250, 2.3905], [-3.0106, 2.6056, -1.5366], [-1.7647, 3.5860, 0.9576], [-0.3325, 3.5292, -1.4991], [2.8801, -1.9920, -0.7693], [3.5150, 0.6522, -1.3508], [2.2130, -0.8083, -3.3241], [-0.8622, -5.1795, -0.4278], [0.9704, -5.3356, 1.1596], [1.2669, 0.9856, 4.2704], [0.5468, 2.4513, 3.5466], [2.3031, 2.3846, 3.9281], [1.7198, 3.4681, 1.1327], [3.0254, 2.5811, 0.2903], [3.2506, 3.1400, 1.9848], [3.0378, -0.8010, 2.6473], [3.7732, 0.6841, 3.2849], [4.0791, 0.1747, 1.5943], [-3.0995, 3.6090, -1.9887], [-3.8958, 2.3751, -0.9241], [-2.9675, 1.8323, -2.3245], [-1.8718, 4.6407, 0.6600], [-0.9026, 3.4919, 1.6409], [-2.6636, 3.2577, 1.5041], [-0.8271, 4.4513, -1.8364], [-0.0383, 2.9267, -2.3706], [0.5794, 3.7663, -0.9323], [3.5961, -2.4813, -1.4495], [2.0757, -2.6965, -0.5013], [3.3930, -1.6840, 0.1524], [4.3589, 0.3439, -1.9844], [3.8035, 0.6327, -0.2950], [3.1868, 1.6621, -1.6384], [3.2337, -1.0747, -3.6550], [1.8814, 0.1085, -3.8396], [1.5036, -1.6196, -3.5374], [-2.1744, -1.5295, -2.2705], [-3.2393, -0.9458, -2.9714], [-3.3970, -1.2618, -4.3294], [-2.5408, -2.1954, -4.9232], [-1.5676, -2.8525, -4.1640], [-1.3394, -2.4765, -2.8300], [-1.7808, -1.0906, -0.9497], [-2.5545, -0.5975, -0.5702], [-3.9132, -0.2370, -2.4807], [-4.2015, -0.8023, -4.9243], [-2.6451, -2.4143, -5.9895], [-0.9764, -3.6582, -4.5981], [-0.5389, -2.9101, -2.2236], [-2.2153, 0.6622, 4.0219], [-1.3485, -0.2561, 3.2549], [-0.6202, -1.3275, 3.9692], [-1.2512, -0.1501, 1.9820], [-1.8176, 0.7727, 5.0414], [-3.2234, 0.2270, 4.1084], [-2.2978, 1.6480, 3.5493], [-1.2066, -2.2646, 3.9764], [0.3619, -1.5415, 3.5134], [-0.4734, -1.0130, 5.0132]],
  "forces_ev_per_angstrom": [[1.54, -0.30, -0.38], [1.25, 0.78, 0.69], [-0.51, 1.97, -0.45], [1.93, -0.52, -0.38], [0.39, -0.72, -0.02], [0.07, 1.11, -0.35], [0.28, -0.42, 0.23], [-0.19, -0.26, -0.72], [-0.58, -0.16, 0.13], [-0.12, -0.06, -0.30], [-0.12, -0.46, -0.12], [-0.17, -0.53, 0.09], [-0.11, -0.35, 0.31], [0.41, -0.55, -0.14], [-0.69, -0.13, 0.16], [-0.44, 0.46, 0.19], [-0.88, 0.01, -0.09], [-0.21, 0.07, 0.63], [-0.32, 0.35, 0.19], [-0.03, 0.10, 0.00], [0.17, 0.00, 0.15], [-0.33, -0.11, -0.08], [0.23, -0.05, 0.02], [-0.08, 0.23, 0.28], [-0.12, -0.09, -0.26], [0.15, 0.15, 0.00], [-0.06, -0.04, -0.33], [-0.11, 0.03, 0.23], [-0.01, -0.46, 0.25], [0.22, 0.24, -0.15], [0.09, 0.50, 0.16], [-0.01, -0.38, 0.05], [-0.27, 0.13, -0.26], [0.26, 0.21, -0.21], [0.17, -0.27, 0.15], [-0.03, 0.36, 0.01], [-0.30, 0.03, -0.15], [-0.29, 0.27, 0.23], [0.46, -0.08, -0.07], [-0.11, -0.18, -0.25], [-0.31, 0.01, 0.23], [0.18, 0.24, -0.41], [0.37, -0.22, 0.06], [-0.49, 0.11, 0.39], [0.13, -0.43, -0.01], [0.27, 0.20, -0.35], [0.11, -0.07, -1.15], [0.41, 0.10, 0.31], [0.05, -0.17, 0.24], [-0.03, -0.08, 0.04], [0.01, 0.26, 0.20], [-0.14, -0.10, -0.21], [-1.91, 0.62, 0.05], [0.12, -0.87, -0.40], [0.15, -0.23, -0.17], [0.48, -0.22, 0.45], [-0.03, -0.06, 0.45], [-0.07, 0.32, 0.02], [-0.28, -0.05, -0.25], [0.26, 0.41, 0.22], [-0.17, -0.26, -1.22], [0.54, 0.08, 0.40], [-0.51, -0.13, 2.38], [-0.28, -0.03, -0.30], [0.15, -0.02, -0.04], [-0.08, -0.30, -0.02], [0.05, 0.33, -0.08], [-0.47, 0.01, 0.01], [-0.05, -0.35, -0.31]],
  "mulliken_charge": [0.35, 0.81, 1.08, 0.71, 0.22, -0.44, -0.54, 0.22, -1.36, -1.09, -1.33, -1.14, -1.13, -1.24, -1.06, -1.25, -1.10, 0.27, 0.29, 0.39, 0.30, 0.55, 0.33, 0.25, 0.45, 0.34, 0.47, 0.46, 0.45, 0.38, 0.31, 0.45, 0.26, 0.33, 0.47, 0.38, 0.29, 0.40, 0.27, 0.31, 0.49, 0.17, 0.37, 0.46, 0.40, 0.31, 0.73, -0.64, -0.76, -0.58, -0.84, -0.39, -0.21, 0.34, 0.58, 0.42, 0.42, 0.47, 0.77, -1.14, 0.85, -1.04, -0.40, 0.44, 0.36, 0.26, 0.34, 0.23, 0.45],
  "charge": 3,
  "s_squared": 12.1059,
  "spin_multiplicity": 7
}

Number 1: E_tot -1768.865613 Ha, largest force on an atom 1.87 eV/Å. Number 2: E_tot -2722.114125 Ha, largest force on an atom 4.29 eV/Å. Number 3: E_tot -2785.861519 Ha, largest force on an atom 2.44 eV/Å.